1.
Computed, not measured: C25H20BrN7O2S2Ti as an isolated structure at a distorted geometry, with wB97M-V/def2-TZVPD.

Computed properties:
Multiplicity: 1
Net charge: +2
HOMO in Eh: -0.5048
Max |F| in eV Å⁻¹: 2.0

Geometry as XYZ:
```
58
Properties=species:S:1:pos:R:3:forces:R:3:mulliken_charge:R:1
Ti -0.55903 0.26926 -0.43251 -0.9 -0.8 -0.4 -0.711
O -0.15174 1.10275 -1.91662 0.8 1.1 -1.4 -0.163
C 0.72183 2.00145 -2.42660 0.2 -0.1 0.1 0.625
C 0.41768 2.71921 -3.56682 -0.1 -0.1 -0.1 -0.623
C 1.35407 3.60665 -4.07546 0.0 0.0 0.0 -0.640
C 2.59381 3.77713 -3.46038 0.0 0.0 0.0 -0.761
C 2.88806 3.07066 -2.31434 0.1 0.0 0.1 -0.981
C 1.95233 2.17960 -1.77405 0.0 -0.1 0.1 1.248
C 2.23925 1.48282 -0.54908 0.1 0.0 -0.1 -0.677
N 1.38984 0.70551 0.03958 0.2 0.0 0.4 1.129
N 1.80044 0.11358 1.24270 0.2 0.2 -0.1 -1.288
C 0.74509 -0.24234 1.89781 0.3 0.1 0.1 0.684
O -0.46367 0.01909 1.37772 0.6 -0.1 1.1 -0.545
C 0.83749 -0.90970 3.19440 -0.2 0.0 0.0 0.350
C -0.23758 -0.84059 4.07968 0.0 -0.1 0.0 -0.226
C -0.14841 -1.46024 5.31464 0.0 0.0 0.0 -0.756
C 1.00316 -2.15844 5.65656 0.0 0.0 0.0 -0.415
C 2.07177 -2.23271 4.77041 0.0 0.0 0.0 -0.779
C 1.99497 -1.60644 3.53910 0.0 0.0 0.0 -0.451
H -0.54396 2.57592 -4.04177 0.0 0.0 0.0 0.539
H 1.11390 4.17434 -4.96474 0.0 0.0 0.0 0.456
H 3.31804 4.46297 -3.87709 0.0 0.0 0.0 0.447
H 3.84093 3.20434 -1.81552 0.0 0.0 0.0 0.486
H 3.20497 1.62007 -0.06627 0.0 0.0 0.0 0.474
H -1.12900 -0.29529 3.79757 0.0 0.0 0.0 0.427
H -0.97368 -1.40028 6.01179 0.0 0.0 0.0 0.431
H 1.06739 -2.64903 6.61923 0.0 0.0 0.0 0.427
H 2.96622 -2.77537 5.04575 0.0 0.0 0.0 0.426
H 2.82069 -1.64569 2.84082 0.0 0.0 0.0 0.469
N -0.57175 3.65048 0.77783 0.0 0.0 -0.1 -0.339
C -1.74277 3.07200 0.46880 0.0 0.0 0.1 0.424
N -1.86443 1.82266 0.06719 -0.6 -0.1 -0.1 0.946
C -3.19769 1.48927 -0.17108 0.0 0.0 -0.1 -0.725
C -4.07036 2.48981 0.02355 -0.1 0.1 0.1 -0.264
S -3.24592 3.90767 0.55932 0.0 0.0 0.1 -0.154
C -3.45184 0.15721 -0.71214 0.0 0.0 -0.1 -0.040
C -4.62466 -0.48487 -0.81675 -0.1 -0.1 0.1 -0.524
S -4.44083 -1.92041 -1.74860 0.0 -0.1 -0.1 -0.162
C -2.76342 -1.59174 -1.93284 0.0 0.0 0.1 0.113
N -2.35945 -0.49711 -1.30834 -0.4 0.0 0.2 0.721
N -1.95676 -2.41513 -2.63067 0.0 0.0 -0.1 -0.265
H 0.25196 3.08490 0.89740 0.0 0.0 0.0 0.100
H -0.54993 4.58429 1.15103 0.0 0.0 0.0 0.252
H -5.13694 2.49432 -0.13040 0.0 0.0 0.0 0.475
H -5.58609 -0.19713 -0.42231 0.0 0.0 0.0 0.500
H -2.38354 -3.14290 -3.18202 0.0 0.0 0.0 0.274
H -1.10672 -2.03029 -3.00946 0.0 0.0 0.0 0.191
Br -1.61282 -2.80991 0.98898 0.1 -0.1 0.0 0.029
C -0.01390 -2.79643 -0.00582 -0.1 0.2 -0.2 0.230
C 0.79491 -3.91624 0.05974 0.0 -0.1 0.0 -0.787
C 1.92612 -3.96213 -0.73292 0.0 0.0 0.0 -0.384
C 2.20627 -2.89648 -1.57889 0.1 -0.1 0.0 -0.967
C 1.36687 -1.81146 -1.56511 -0.1 0.1 0.0 -0.286
N 0.26756 -1.73577 -0.78263 0.0 -0.3 0.3 1.038
H 0.52430 -4.73223 0.71417 0.0 0.0 0.0 0.523
H 2.57782 -4.82539 -0.70046 0.0 0.0 0.0 0.454
H 3.06815 -2.90426 -2.23068 0.0 0.0 0.0 0.497
H 1.56105 -0.95198 -2.19337 0.0 0.0 0.0 0.528
```
Positions in Å, forces in eV/Å.

=====

2.
Computed, not measured: C25H20Cl5FeN4O as an isolated structure at a distorted geometry, with wB97M-V/def2-TZVPD.

Computed properties:
Multiplicity: 2
Energy above the lowest of the compared OMol25 structures with the same formula, charge and spin in kJ/mol: 130.6
Net charge: +2
HOMO (alpha / beta) in Eh: -0.5294 / -0.5434
Max |F| in eV Å⁻¹: 3.7
<S²>: 0.78

Geometry as XYZ:
```
56
Properties=species:S:1:pos:R:3:forces:R:3:mulliken_spin:R:1
Fe 0.03080 -0.03041 -0.24057 -0.5 3.0 2.1 0.011
C 2.74253 -0.22758 1.02539 0.0 0.1 0.1 -0.002
C 2.33850 0.58795 2.23706 0.0 0.0 0.0 0.000
C 0.94583 0.32087 2.74207 0.0 0.1 -0.1 -0.002
C 0.71638 0.39620 4.11204 0.0 0.0 0.0 0.001
C -0.54972 0.19937 4.62137 0.0 0.0 0.0 -0.001
C -1.57737 -0.07945 3.73362 0.0 0.0 0.0 -0.001
C -1.27693 -0.14967 2.39229 0.1 0.0 0.1 0.003
N -0.04748 0.05096 1.88014 -0.5 -0.7 -0.2 0.004
N 2.05396 0.23153 -0.18820 -1.0 -1.0 -0.7 0.001
C 2.17584 -0.75354 -1.27464 0.7 -0.1 -0.4 0.006
C 1.18872 -0.47750 -2.39076 0.6 -0.3 -0.7 -0.008
C 1.22845 -1.27010 -3.53532 0.0 0.1 0.0 0.001
C 0.39833 -0.94430 -4.58605 -0.1 0.0 -0.1 0.001
C -0.45633 0.15152 -4.46616 0.1 0.0 0.0 0.000
C -0.46589 0.84778 -3.28249 0.0 0.2 0.2 -0.002
N 0.35117 0.55180 -2.25364 0.0 -1.3 -0.1 0.001
C 2.39252 1.60698 -0.59775 0.2 0.1 0.1 0.000
C 1.29804 2.56160 -0.21173 0.0 0.1 0.0 -0.001
C 1.50597 3.92876 -0.13565 0.0 0.0 0.0 0.000
C 0.43816 4.75144 0.17933 0.0 0.0 0.0 0.000
C -0.80505 4.18169 0.41536 0.0 0.0 0.0 0.000
C -0.92670 2.80968 0.33172 0.0 0.0 0.1 0.001
N 0.10391 2.01380 0.02619 -0.1 -0.3 -0.3 0.000
H 2.48313 -1.27561 1.18118 0.0 0.0 0.0 0.002
H 3.82531 -0.16861 0.87691 0.0 0.0 0.0 0.000
H 2.43365 1.65785 2.02678 0.0 0.0 0.0 0.000
H 3.04267 0.37810 3.04158 0.0 0.0 0.0 0.000
H 1.54770 0.60793 4.77060 0.0 0.0 0.0 0.000
H -0.73196 0.25620 5.68598 0.0 0.0 0.0 0.000
H -2.59061 -0.24406 4.07067 0.0 0.0 0.0 0.000
H -2.06435 -0.37305 1.68860 0.0 0.0 0.0 0.001
H 1.97503 -1.73718 -0.84853 0.0 0.0 0.0 0.002
H 3.18795 -0.80385 -1.69919 0.0 0.1 0.0 -0.001
H 1.90788 -2.10993 -3.59954 0.0 0.0 0.0 0.000
H 0.42271 -1.52321 -5.49991 0.0 0.0 0.0 0.000
H -1.10150 0.45240 -5.27884 0.0 0.0 0.0 0.000
H -1.11942 1.69939 -3.13429 -0.1 0.0 0.0 0.000
H 2.52686 1.64023 -1.67908 0.0 0.0 0.0 0.000
H 3.34164 1.91338 -0.15204 0.0 0.0 0.0 0.000
H 2.48935 4.33899 -0.32405 0.0 0.0 0.0 0.000
H 0.57389 5.82245 0.24588 0.0 0.0 0.0 0.000
H -1.66357 4.78712 0.66726 0.0 0.0 0.0 0.000
H -1.87348 2.32146 0.52846 0.0 0.0 0.0 -0.001
Cl -5.43883 -4.57750 -0.27228 0.0 0.0 0.0 0.097
C -3.92794 -3.84927 -0.26539 0.0 0.0 0.0 0.262
C -3.83420 -2.44268 -0.52167 0.0 -0.1 0.0 -0.006
Cl -5.23284 -1.53132 -0.84474 0.0 0.0 0.0 0.002
C -2.60718 -1.85946 -0.50237 0.2 -0.1 0.0 0.127
Cl -2.37361 -0.17672 -0.81338 -0.1 0.0 0.1 0.012
C -1.39830 -2.59947 -0.23185 -0.1 0.0 0.0 0.103
O -0.28535 -2.03457 -0.18501 0.5 0.1 -0.3 0.263
C -1.52796 -4.02332 -0.00421 0.0 0.1 0.0 0.157
Cl -0.10502 -4.89211 0.27424 0.0 0.0 0.0 0.047
C -2.76792 -4.62219 -0.01272 0.0 0.0 0.0 -0.068
Cl -2.91738 -6.29075 0.27729 0.0 0.0 0.0 -0.012
```
Positions in Å, forces in eV/Å.

=====

3.
Computed, not measured: C25H20IrN7O4S as an isolated structure at a distorted geometry, with wB97M-V/def2-TZVPD.

Computed properties:
Multiplicity: 6
Energy above the lowest of the compared OMol25 structures with the same formula, charge and spin in kJ/mol: 82.1
Net charge: +3
HOMO (alpha / beta) in Eh: -0.6191 / -0.6192
Max |F| in eV Å⁻¹: 3.5
<S²>: 8.78

Geometry as XYZ:
```
58
Properties=species:S:1:pos:R:3:forces:R:3:mulliken_spin:R:1
Ir 0.23703 0.12443 -0.55798 0.2 -0.1 -1.0 3.010
C -2.58407 2.15923 -3.54398 0.1 -0.1 0.3 0.006
C -3.39327 2.95883 -2.75568 0.0 -0.1 -0.1 -0.002
C -3.13207 3.05433 -1.39848 0.5 -0.3 0.3 0.007
C -2.06977 2.33083 -0.85388 -0.7 0.4 -0.5 0.119
N -1.31927 1.53453 -1.62898 0.6 -0.4 0.8 0.192
C -1.55317 1.45683 -2.92888 -0.2 0.0 -0.7 -0.005
C -1.70647 2.39323 0.57002 -0.2 0.3 0.3 -0.072
C -2.31077 3.26223 1.47992 0.3 -0.2 -0.1 -0.007
C -1.88497 3.24903 2.79812 0.0 -0.1 -0.2 0.012
C -0.86897 2.38663 3.18332 0.1 -0.2 -0.4 -0.009
C -0.29267 1.55573 2.22382 -0.4 0.4 0.3 -0.045
N -0.72697 1.56953 0.95642 0.2 -0.4 -0.3 0.067
C 0.82213 0.63953 2.50152 0.5 -0.2 0.5 0.080
C 1.44063 0.53323 3.74522 -0.2 0.0 -0.4 0.006
C 2.50073 -0.34477 3.90702 0.1 -0.1 -0.1 -0.001
C 2.93113 -1.09677 2.82482 -0.3 0.1 -0.1 0.004
C 2.26643 -0.94177 1.61612 0.6 -0.4 0.2 -0.032
N 1.25423 -0.09807 1.46752 -0.5 0.3 -0.6 0.115
H -2.74347 2.06503 -4.60648 0.0 0.0 -0.1 0.001
H -4.21757 3.50673 -3.18938 0.0 0.0 0.0 0.000
H -3.74687 3.68093 -0.77338 0.0 0.0 0.0 0.001
H -0.90597 0.82233 -3.51768 0.1 -0.1 0.0 0.006
H -3.08217 3.94933 1.17202 0.0 0.0 0.0 0.002
H -2.33607 3.91543 3.51832 0.0 0.0 0.1 0.000
H -0.53167 2.38213 4.20592 0.1 0.0 0.1 0.002
H 1.11063 1.13473 4.57472 0.0 0.1 0.1 0.001
H 2.98863 -0.44057 4.86572 0.0 0.0 0.1 0.000
H 3.75573 -1.78707 2.90462 0.1 -0.1 0.0 0.001
H 2.56303 -1.51587 0.74722 0.0 0.0 -0.1 0.007
C 3.62043 1.87063 -1.85308 0.2 0.2 0.1 -0.006
C 2.96783 0.75433 -2.55438 0.1 0.2 0.1 0.023
N 1.87663 0.09593 -2.16538 -0.5 0.2 0.7 0.199
C 1.64603 -0.88347 -3.09618 0.0 -0.5 -0.8 -0.011
C 2.61233 -0.80437 -4.07448 -0.9 -0.5 0.3 -0.006
N 3.42493 0.22973 -3.70218 -0.5 -0.2 0.3 0.005
C 2.89353 -1.56867 -5.34768 0.9 1.1 0.5 0.002
O 2.08153 -2.50687 -5.68508 -0.8 -1.1 -0.5 0.001
O 3.87103 -1.21067 -5.95578 -0.3 -0.2 0.0 0.004
C 0.50563 -1.83767 -2.90178 2.4 0.1 -2.6 0.005
O 0.32983 -2.72417 -3.71898 -0.6 0.1 0.8 0.042
O -0.18047 -1.60967 -1.85738 -1.4 1.2 2.7 0.172
H 3.03083 2.18053 -0.99348 0.0 0.0 0.0 0.002
H 3.75553 2.71963 -2.52288 -0.1 0.1 0.0 0.001
H 4.61453 1.56843 -1.51878 0.0 0.0 0.1 0.001
H 4.22973 0.52723 -4.24548 0.0 -0.1 0.0 0.002
H 1.33543 -2.74107 -5.06038 0.6 0.5 -0.1 0.002
S -1.47507 -2.01767 0.46422 -0.3 -0.2 -0.6 0.951
C -1.85257 -2.71157 1.99032 0.0 -0.2 0.6 -0.092
N -2.39417 -3.96837 1.97392 0.0 0.2 0.0 0.077
C -2.72197 -4.60457 3.10582 -0.1 -0.1 0.1 0.005
C -2.53697 -3.96037 4.31152 0.2 0.5 -0.2 0.106
C -2.02947 -2.65467 4.26222 -0.4 -0.6 0.5 -0.053
N -1.67347 -2.07067 3.13342 0.3 0.4 -0.8 0.102
H -2.55707 -4.41077 1.06902 0.0 0.0 0.1 -0.003
H -3.14097 -5.60007 3.02832 0.0 0.0 -0.1 0.001
H -2.78057 -4.43807 5.24482 -0.1 -0.1 0.1 0.002
H -1.91727 -2.06297 5.16232 0.0 -0.1 0.1 -0.001
```
Positions in Å, forces in eV/Å.

=====

4.
Computed, not measured: C25H20N3OPtS6 as an isolated structure at a distorted geometry, with wB97M-V/def2-TZVPD.

Computed properties:
Multiplicity: 5
Energy above the lowest of the compared OMol25 structures with the same formula, charge and spin in kJ/mol: 0.0
Net charge: +1
HOMO (alpha / beta) in Eh: -0.2948 / -0.4087
Max |F| in eV Å⁻¹: 2.2
<S²>: 6.10

Geometry as XYZ:
```
56
Properties=species:S:1:pos:R:3:forces:R:3:mulliken_spin:R:1
Pt -0.39953 -0.91662 0.14397 -1.0 -1.1 -0.4 0.407
C -3.08343 -0.48337 -3.20459 0.9 -0.9 0.5 -0.045
C -2.14282 -1.01023 -2.34346 -0.9 -0.8 -1.9 0.221
N -1.71861 -0.34844 -1.25327 0.4 0.4 1.1 0.194
C -2.20598 0.88646 -0.97077 0.0 0.7 0.5 0.110
C -3.18418 1.48326 -1.80653 0.0 -0.4 -0.4 -0.094
C -3.62181 0.76550 -2.94012 -0.2 0.8 0.3 0.369
C -3.67387 2.76167 -1.47733 0.1 -0.4 -0.2 0.329
C -3.19681 3.42250 -0.35763 0.6 0.2 0.9 -0.026
C -2.23686 2.86184 0.45605 -0.6 1.1 0.1 0.250
C -1.70499 1.57821 0.18851 -0.1 -0.7 -0.8 0.175
N -0.75609 0.90375 0.89035 -0.7 -0.2 -0.5 0.282
C -0.04417 1.15630 2.01960 0.5 0.9 1.2 -0.100
C -0.07308 2.31485 2.82955 -0.4 -0.9 -1.1 0.197
C 0.73688 2.43430 3.93997 0.9 -0.5 0.7 -0.054
C 1.62205 1.43426 4.30347 -0.4 0.5 -0.1 0.170
C 1.70450 0.25323 3.54084 -0.2 -0.1 -0.3 -0.040
C 2.59827 -0.79549 3.84589 -0.2 -0.5 -0.6 0.019
C 2.63663 -1.91467 3.03516 0.3 0.6 0.9 -0.024
C 1.77365 -1.99918 1.95736 -0.7 0.5 -0.6 0.027
N 0.90575 -1.02582 1.66229 0.9 -0.9 0.4 0.011
C 0.86490 0.10543 2.40763 0.1 0.6 0.6 0.013
H -3.39164 -1.04978 -4.06956 0.0 -0.1 0.0 0.000
H -1.69993 -1.98157 -2.52061 -0.1 0.1 0.0 0.043
H -4.36945 1.19522 -3.58571 -0.1 0.1 -0.1 0.018
H -4.42292 3.21214 -2.10643 -0.1 0.1 -0.1 0.003
H -3.58298 4.40085 -0.11505 0.0 0.1 0.1 0.003
H -1.90631 3.42818 1.30427 0.0 0.1 0.1 0.025
H -0.72752 3.13246 2.59961 -0.1 0.0 -0.1 -0.003
H 0.68113 3.33466 4.53332 0.0 0.0 0.0 -0.002
H 2.25690 1.54621 5.16633 0.1 0.0 0.1 0.005
H 3.24226 -0.70945 4.70559 0.1 0.0 0.1 0.000
H 3.32304 -2.72206 3.23336 0.0 -0.1 0.0 0.000
H 1.78455 -2.85505 1.29671 -0.1 0.1 0.0 -0.008
S -2.79540 -7.86362 0.79812 0.3 0.9 -0.1 0.180
C -2.31987 -6.29704 0.70164 -0.4 -0.9 0.1 -0.043
S -3.03462 -5.01635 1.65311 0.4 0.0 -0.4 0.011
C -2.04986 -3.71251 1.02483 -0.6 0.2 0.6 0.094
C -1.10649 -4.06802 0.06496 0.4 -0.3 -0.6 0.191
S 0.01758 -3.07726 -0.74921 -0.2 0.3 0.4 0.240
S -1.05043 -5.75797 -0.36437 -0.2 0.3 0.2 0.020
S -2.35095 -2.16800 1.64708 0.7 0.2 -0.6 0.670
O 2.28970 -1.28702 -1.18962 0.8 -1.4 0.1 -0.003
S 1.69437 0.03917 -1.34745 0.2 1.1 -0.5 0.115
C 1.75445 0.44195 -3.15513 -0.3 0.3 0.4 0.022
C 2.77133 1.55827 -3.31846 0.3 0.1 0.0 0.001
C 3.80950 1.34437 -2.21941 0.1 0.1 -0.2 0.005
C 3.02653 1.23894 -0.92775 -0.5 -0.2 -0.2 0.019
H 0.75063 0.71097 -3.47526 -0.1 -0.1 -0.1 -0.003
H 2.06648 -0.47811 -3.64376 0.0 -0.2 0.2 0.002
H 2.29120 2.53180 -3.19485 0.0 0.0 -0.1 0.000
H 3.23289 1.52382 -4.30541 -0.1 0.0 0.0 0.002
H 4.54629 2.14608 -2.18715 0.0 0.0 0.0 0.002
H 4.32430 0.39578 -2.38913 0.1 0.1 0.0 0.000
H 2.55284 2.17352 -0.63194 0.0 0.1 0.0 0.001
H 3.59201 0.82169 -0.09960 -0.1 -0.1 0.1 -0.002
```
Positions in Å, forces in eV/Å.

=====

Look up the multiplicity of the third one. 6

=====

What is the multiplicity in the second record? 2

=====

Which formula does entry 3 have? C25H20IrN7O4S

=====

What is the formula in the fourth record? C25H20N3OPtS6